13
Properties=species:S:1:pos:R:3:forces:R:3 method="wB97M-V/def2-TZVPD" e_homo_ev=-4.354 lumo_energy_ha=0.1488 total_charge=-1 gap_ev=8.404 e_above_lowest_kcal_mol=13.81
C -0.529120 2.038571 -0.564387 -0.1 -0.6 -0.3
C -1.170222 0.795464 -1.257162 0.2 0.6 -0.3
O -0.472294 -0.258170 -1.247536 -0.1 -0.1 0.3
O -2.272696 0.983851 -1.805134 0.2 -0.2 0.1
H -1.336640 2.734845 -0.349206 0.2 0.1 0.3
H 0.176965 2.513085 -1.250597 -0.1 0.0 -0.1
H 0.057258 1.710735 0.295545 -0.2 0.2 0.2
C 0.962317 -2.016497 1.257917 0.3 -0.6 -0.6
O 1.270378 -0.752107 0.747695 0.1 0.0 0.3
H 0.610898 -0.532108 0.042307 -0.1 0.1 -0.4
H -0.046466 -2.080972 1.688544 0.2 0.1 0.3
H 1.755090 -2.327773 1.953212 -0.4 0.3 0.3
H 0.994532 -2.808924 0.488802 -0.1 0.2 -0.2

17
Properties=species:S:1:pos:R:3:forces:R:3 method="wB97M-V/def2-TZVPD" e_homo_ev=-0.838 lumo_energy_ha=0.2010 total_charge=-2 gap_ev=6.308 e_above_lowest_kcal_mol=0.00
C -1.909800 -0.308675 -0.772313 0.4 2.3 -1.5
C -0.640270 0.125162 -0.072021 -2.7 1.6 1.5
C -0.626553 1.701015 0.086811 0.7 -0.5 -1.0
O 4.712468 -0.245874 -1.097699 -0.1 0.2 0.1
O 3.218569 1.778677 -0.567654 0.8 0.0 0.0
O 4.004581 0.189156 1.307302 1.8 -1.4 -2.5
O 2.238928 -0.505875 -0.460404 -3.0 -2.2 0.0
P 3.505731 0.147361 -0.318332 3.5 2.6 0.1
S -1.395101 2.660070 -1.108314 0.3 -0.3 0.7
S 0.329857 2.328348 1.330358 -0.3 -0.1 0.1
H -1.854842 -1.278045 -1.127301 0.1 -2.5 -0.1
H -2.819396 -0.138924 -0.176557 0.2 0.1 -0.5
H -1.855374 0.262981 -1.759321 -1.0 -0.3 1.3
H -0.678162 -0.284858 0.935408 0.5 0.0 0.2
H 0.197913 -0.263094 -0.560987 1.5 -0.1 -0.6
H 2.442191 2.254704 -0.211561 0.2 -1.1 0.0
H 3.235648 0.594258 1.577003 -2.9 1.6 2.2

20
Properties=species:S:1:pos:R:3:forces:R:3 method="wB97M-V/def2-TZVPD" e_homo_ev=-1.045 lumo_energy_ha=0.2045 total_charge=-2 gap_ev=6.609 e_above_lowest_kcal_mol=27.58
C 1.840597 -1.333916 0.607878 2.4 1.2 -3.1
C -2.082953 0.606203 -0.039036 1.0 -0.3 -1.0
C 0.713156 0.861299 -0.732133 0.2 -0.5 2.0
O 2.436109 2.981920 -1.053035 -0.2 1.1 -0.8
O 1.435825 2.224564 1.194526 -0.6 0.7 1.7
O 3.441963 1.057976 0.219632 -0.1 -0.2 -0.1
O 1.689414 -1.293894 -1.983698 0.7 1.1 -0.5
O -0.359475 -1.703829 -0.842004 1.0 1.7 0.5
O -0.936893 2.680707 0.718976 0.7 -0.8 -0.2
O -0.233392 0.404670 1.768671 -0.3 0.7 -0.5
P 2.244711 1.944066 -0.020697 2.0 -1.1 -1.2
S 0.904087 -0.891500 -0.832384 -1.4 -3.9 -0.2
S -0.426791 1.300692 0.614516 -2.9 -0.4 1.6
H 2.796234 -0.792039 0.344845 -1.0 0.5 1.0
H 1.323645 -0.983327 1.421034 -0.8 0.6 2.2
H 2.243836 -2.311560 0.574048 -0.8 -1.6 -0.1
H -1.948404 -0.300012 -0.635354 0.1 0.0 0.3
H -2.785728 0.411317 0.747393 0.2 -0.1 0.9
H -2.579606 1.338159 -0.654907 0.2 0.6 -0.4
H 0.103428 1.158348 -1.522408 -0.3 0.5 -2.2

12
Properties=species:S:1:pos:R:3:forces:R:3 method="wB97M-V/def2-TZVPD" smiles="CP=O.C=C" e_homo_ev=-9.275 lumo_energy_ha=-0.0230 gap_ev=8.650 e_above_lowest_kcal_mol=30.10
C 0.173704 1.003477 -1.704043 -0.6 0.5 -0.9
P -1.452650 0.049082 -1.463198 1.8 0.8 -0.1
O -2.251244 0.660396 -2.516650 -1.7 0.2 -1.1
H 0.018116 2.113063 -1.665851 -0.3 -0.9 0.1
H 0.773174 0.752610 -0.864581 1.2 -0.2 0.3
H 0.645242 0.841828 -2.729497 -0.5 -0.3 1.4
C 0.003140 -1.024133 1.223113 1.6 -0.1 1.4
C 0.586313 -0.732673 2.387336 -1.1 -0.7 1.4
H 0.620645 -0.768344 0.390250 -0.3 0.2 -0.8
H -0.824791 -1.680242 1.110123 -0.6 -0.2 -0.1
H 0.237567 -1.088933 3.412934 0.2 0.6 -1.6
H 1.470786 -0.126132 2.420063 0.4 0.1 -0.1

12
Properties=species:S:1:pos:R:3:forces:R:3 method="wB97M-V/def2-TZVPD" e_homo_ev=-10.020 lumo_energy_ha=0.0295 gap_ev=10.823 e_above_lowest_kcal_mol=19.09
C 0.164263 -0.380872 1.368534 -2.2 0.5 -0.6
C -0.653818 0.560380 0.539237 0.7 -0.9 -2.4
C -0.711914 0.831613 -0.770273 -0.5 0.0 -0.1
P 0.073254 -0.035954 -2.109393 -1.8 0.3 -0.8
O -0.743220 0.266666 -3.304947 0.2 0.0 -0.7
H 0.547701 -1.108813 0.702878 0.8 -1.0 -0.2
H -0.540903 -0.834711 2.129566 1.4 0.6 -0.5
H 0.901716 0.315592 1.700860 0.9 -0.3 1.2
H -1.282144 1.150036 1.051542 -2.3 2.0 2.3
H -1.506452 1.527655 -1.247217 1.6 -1.0 1.1
H 0.149315 -1.380105 -1.831486 0.0 -0.8 0.6
H 1.404196 0.200134 -2.224612 1.3 0.6 0.2

13
Properties=species:S:1:pos:R:3:forces:R:3 method="wB97M-V/def2-TZVPD" e_homo_ev="-7.830 / -8.687" lumo_energy_ha="0.0334 / -0.0999" multiplicity=3 gap_ev="8.738 / 5.968" e_above_lowest_kcal_mol=9.02
C 0.672607 1.629651 -0.000249 -5.1 0.0 -0.2
C 0.091483 0.550213 0.926039 0.1 1.5 -2.4
C 0.183723 0.300934 -0.542696 3.0 0.7 -1.3
O 1.007829 -2.635972 -0.462374 2.9 1.3 -0.8
P -0.233224 -3.333144 -0.147869 -2.4 -1.7 0.3
S -1.208246 0.521159 -1.622739 -1.5 -0.7 1.5
H -0.065972 2.437474 -0.287797 0.8 -0.9 0.7
H 1.574753 2.057232 0.052680 3.8 0.5 0.2
H 0.779235 0.041163 1.533364 0.2 -0.6 1.1
H -0.909607 0.838103 1.115590 -0.7 -0.3 1.5
H 1.042971 -0.280563 -0.961878 -1.3 0.0 0.6
H -0.866820 -2.655641 0.896799 -0.5 0.3 0.5
H -2.068732 0.529391 -0.498870 0.6 0.0 -1.6

15
Properties=species:S:1:pos:R:3:forces:R:3 method="wB97M-V/def2-TZVPD" smiles="CSSCCOP=S" e_homo_ev=-9.196 lumo_energy_ha=-0.0405 gap_ev=8.095 e_above_lowest_kcal_mol=6.72
C 0.682365 0.802316 3.269362 0.1 -1.6 -1.1
S 1.130778 1.380620 1.607797 0.7 1.3 -0.3
S 1.210721 -0.184631 0.342534 0.2 -0.5 0.5
C -0.479979 -0.215794 -0.248180 -2.6 2.0 0.5
C -0.524529 0.350368 -1.697391 -1.1 1.3 0.0
O 0.014208 -0.550460 -2.634510 0.6 -1.6 -0.4
P -0.838760 -1.913160 -3.030902 2.2 0.1 -1.6
S 0.293294 -2.722976 -4.424789 -1.4 0.6 1.5
H 1.126665 -0.253393 3.235084 -0.8 1.4 0.7
H -0.472804 0.748410 3.233526 2.1 0.3 1.1
H 1.313049 1.473391 3.942203 -1.6 -0.9 -0.5
H -1.129599 0.506179 0.501515 1.6 -1.9 -2.0
H -0.935399 -1.207924 -0.242425 0.2 -0.1 0.3
H -1.556846 0.524560 -2.205081 1.3 0.6 1.9
H 0.166835 1.262493 -1.648745 -1.3 -1.0 -0.6

12
Properties=species:S:1:pos:R:3:forces:R:3 method="wB97M-V/def2-TZVPD" e_homo_ev=-2.410 lumo_energy_ha=0.1450 total_charge=-1 gap_ev=6.354 e_above_lowest_kcal_mol=15.91
C 0.770837 -2.018454 -0.227143 -0.1 0.0 0.2
S 2.009783 -0.679118 -0.236259 0.0 0.0 0.0
H 1.193971 -3.023591 -0.323233 0.2 0.1 -0.1
H 0.198432 -2.041711 0.711821 0.0 0.1 -0.1
H 0.059278 -1.892479 -1.045252 -0.1 -0.1 -0.1
O -2.474281 1.264142 1.154208 0.0 -0.3 0.1
C -1.519624 0.902525 0.503176 0.2 0.3 -0.1
C -1.052736 1.653135 -0.714645 0.1 -0.2 0.1
H -0.885599 0.040839 0.783589 -0.2 0.0 0.1
H -1.798121 1.573721 -1.507978 -0.1 0.1 0.0
H -0.101908 1.249368 -1.055979 0.1 0.0 0.0
H -0.930936 2.692567 -0.408063 -0.1 0.1 -0.2

13
Properties=species:S:1:pos:R:3:forces:R:3 method="wB97M-V/def2-TZVPD" smiles=[O-]CCCSS e_homo_ev=-2.572 lumo_energy_ha=0.1042 total_charge=-1 gap_ev=5.409 e_above_lowest_kcal_mol=15.61
O -0.832397 2.197352 0.978842 0.1 0.1 0.2
C -1.130934 1.643130 -0.196663 -0.1 0.0 0.3
C -1.010575 0.099424 -0.151386 0.1 -0.4 0.0
C 0.393296 -0.271197 0.339618 -0.5 0.1 -0.3
S 0.744052 -1.992612 -0.118963 0.2 0.0 0.0
S 2.782889 -1.996289 0.408791 -0.1 0.0 0.2
H -2.175481 1.856405 -0.558822 0.0 0.0 -0.1
H -0.462128 1.971423 -1.036021 0.1 0.0 -0.2
H -1.767482 -0.283323 0.533152 0.0 0.0 0.2
H -1.194964 -0.376454 -1.122061 0.0 0.1 -0.2
H 1.097748 0.397686 -0.157919 0.2 -0.1 0.2
H 0.438125 -0.190006 1.417755 0.2 0.3 0.1
H 3.117857 -3.055538 -0.336320 0.0 0.0 -0.1

11
Properties=species:S:1:pos:R:3:forces:R:3 method="wB97M-V/def2-TZVPD" e_homo_ev="1.817 / -2.896" lumo_energy_ha="0.1652 / 0.1627" multiplicity=2 total_charge=-1 gap_ev="2.678 / 7.323" e_above_lowest_kcal_mol=30.02
C -1.313988 -0.854036 1.065386 -0.4 0.1 -0.4
H -1.685326 -1.203500 2.027225 0.1 0.0 0.1
H -0.762018 0.075096 1.112573 0.3 0.1 0.3
H -2.151493 -0.650398 0.395903 -0.1 -0.2 0.1
H -0.662726 -1.592721 0.608462 0.0 -0.1 0.0
C 0.573388 0.835737 -1.203546 -3.8 0.4 -2.9
C 1.676734 0.602835 -0.480279 2.6 -0.4 1.9
H -0.055543 1.719052 -1.283297 0.5 0.5 0.5
H 0.057707 0.087436 -1.822248 0.5 -0.3 0.3
H 2.271204 1.391735 -0.021390 0.0 -0.1 0.0
H 2.052061 -0.411236 -0.398787 0.3 0.0 0.1

16
Properties=species:S:1:pos:R:3:forces:R:3 method="wB97M-V/def2-TZVPD" e_homo_ev=-16.151 lumo_energy_ha=-0.3841 total_charge=+2 gap_ev=5.699
C 2.106397 0.696749 0.359323 -0.6 -0.3 0.2
C 1.077522 -0.353180 -0.129788 -0.2 0.5 0.6
O 1.586089 -1.231402 -1.130903 -0.6 0.2 0.5
C -0.248667 0.355963 -0.598073 1.7 -0.4 -0.1
O -1.099902 0.464931 0.612848 -0.9 -1.6 -0.2
B -2.403348 0.453996 0.318265 1.8 3.0 -0.4
F -2.925152 1.492888 -0.294678 -0.9 -0.9 0.0
H 1.725027 1.087275 1.324591 0.4 -0.2 -0.4
H 3.064848 0.178756 0.517758 -0.3 0.5 -0.1
H 2.206219 1.570173 -0.305928 0.1 -0.6 0.0
H 0.793434 -0.952664 0.766231 0.1 0.3 -0.5
H 1.553116 -2.109382 -0.728540 0.3 0.1 -0.5
H -0.721246 -0.272888 -1.380751 0.0 0.4 0.4
H -0.006259 1.364742 -0.971762 -0.5 -0.4 0.1
H -3.155047 -0.438286 0.620534 -0.2 0.7 -0.1
Sr -3.656283 -2.349562 1.012378 -0.3 -1.3 0.4

15
Properties=species:S:1:pos:R:3:forces:R:3 method="wB97M-V/def2-TZVPD" smiles="C/N=C/Br.C=N.Br" e_homo_ev=-9.823 lumo_energy_ha=0.0186 gap_ev=10.328 e_above_lowest_kcal_mol=8.17
C 2.600156 0.954112 1.055770 -1.1 0.7 -2.1
N 2.369256 -0.268509 0.270234 0.3 0.8 -0.6
C 1.761523 -1.171114 0.863400 0.6 -0.2 -0.4
Br 1.090934 -2.631570 -0.128572 -0.1 -0.3 0.1
H 3.630809 1.355717 1.010225 -0.6 -0.6 0.1
H 1.901272 1.721007 0.512097 1.3 -1.1 1.4
H 2.237338 0.686461 2.024697 0.1 0.9 1.2
H 1.668312 -1.232997 1.939255 -0.6 -0.1 0.3
C -2.017626 0.728566 -1.353316 -0.1 -3.2 2.4
N -0.851510 1.067826 -1.659910 0.0 1.6 -2.6
H -1.999510 -0.193266 -0.650099 -0.3 1.5 -0.6
H -3.057803 0.991655 -1.555343 0.4 0.7 -0.9
H -0.851696 1.761710 -2.479936 0.0 -0.6 1.7
Br -4.974561 -1.891961 0.166384 1.3 0.0 -0.2
H -3.506888 -1.877633 -0.014881 -1.3 0.0 0.2

Quick rundown of molar mass, same order as above: 91.1 202.2 250.2 90.1 90.1 122.1 186.3 91.2 123.2 44.1 193.5 231.9 g mol⁻¹